No. 1
# CH7N3

A 2-piece molecular cluster, CH7N3 overall (ωB97M-V/def2-TZVPD, the Open Molecules 2025 dataset).

Its spin multiplicity is 1. The value obtained for the LUMO energy is 0.96 eV. As for the electronic energy: -206.529288 hartree. The value obtained for the orbital gap is 10.336 eV. As for the HOMO energy: -9.3794 eV.

Structure (XYZ):
```
11
Properties=species:S:1:pos:R:3:nbo_charge:R:1
N 0.995 0.512 -1.986 -1.094
H 1.039 1.489 -1.737 0.372
H 1.491 0.236 -2.816 0.370
H 1.353 0.086 -1.139 0.355
N -0.741 -1.273 0.510 -0.841
C -0.718 0.101 0.640 0.321
N 0.005 0.800 1.431 -0.740
H -0.585 -1.710 -0.392 0.395
H -0.264 -1.735 1.277 0.372
H -1.450 0.477 -0.081 0.154
H 0.940 0.396 1.461 0.335
```



No. 2
# CH7N3OP

CH7N3OP as an isolated structure (ωB97M-V/def2-TZVPD, the Open Molecules 2025 dataset).

Its spin multiplicity is 3. The net charge is +1. The value obtained for the LUMO energy (alpha / beta) is -4.08 / -6.87 eV. As for the electronic energy: -622.724609 hartree. The value obtained for the orbital gap (alpha / beta) is 6.650 / 6.499 eV. As for the HOMO energy (alpha / beta): -10.7269 / -13.3718 eV.

Structure (XYZ):
```
13
Properties=species:S:1:pos:R:3:lowdin_spin:R:1
C 0.110 -0.864 0.670 0.064
N 0.265 -2.227 0.832 0.046
N 0.834 -0.298 -0.343 0.139
N 0.568 1.034 -0.350 0.738
O -0.817 -0.214 1.279 0.031
P -1.438 1.564 -1.342 0.850
H 1.115 -2.758 1.041 0.003
H -0.607 -2.632 1.278 0.002
H 1.647 -0.735 -0.744 0.003
H 1.340 1.563 -0.871 0.014
H -0.614 0.725 1.172 0.006
H -1.745 2.599 -0.288 0.051
H -0.658 2.241 -2.335 0.053
```



Energy above the lowest of the compared OMol25 structures with the same formula, charge and spin for every record listed, in sequence, given in kJ/mol: 92.44; 32.56.
Largest force on an atom for every record listed, in sequence, given in eV/Å: 1.71; 4.21.